1.
ORCA calculation (the ωB97M-V functional and the def2-TZVPD basis) on 3 unconnected molecules or ions with the total composition C3H12NO2S.

Structure (XYZ):
```
19
Properties=species:S:1:pos:R:3
H 1.04 -2.41 0.43
H 0.61 0.78 -1.76
H -1.25 -0.47 -0.14
H -0.55 2.11 0.45
H 1.23 0.44 0.15
H -1.72 1.32 2.27
H -2.62 0.42 3.18
C 0.34 -1.90 -0.25
H -0.84 -1.22 1.42
N -0.23 1.57 1.23
H -0.40 -2.63 -0.57
O -2.50 1.33 2.90
H 1.07 0.11 1.86
S 1.28 -1.39 -1.74
H 0.42 1.51 -3.05
C -0.42 -0.79 0.50
H 0.24 2.20 1.85
C 0.50 0.34 0.96
O 0.15 1.59 -2.13
```

Its max |F| is 1.23 eV Å⁻¹. The calculation puts the total energy at -724.96978 hartree. Its HOMO-LUMO gap is 6.68 eV. Its charge is -1. The value obtained for the energy above the lowest of the compared OMol25 structures with the same formula, charge and spin is 8.63 kcal/mol.

In the natural (NBO) picture, each atom carries the following charge in e: 0.17, 0.49, 0.21, 0.38, 0.21, 0.50, 0.45, -0.51, 0.17, -0.87, 0.18, -1.00, 0.17, -0.70, 0.46, -0.42, 0.36, -0.23, -1.02

=====

2.
ORCA calculation (the ωB97M-V functional and the def2-TZVPD basis) on a molecular structure, C3H12NO3.

Structure (XYZ):
```
19
Properties=species:S:1:pos:R:3
O 0.45 -1.54 0.77
O -1.73 0.42 -1.79
H -1.86 -0.18 -0.99
O -1.85 -1.12 0.26
C 1.49 -1.12 -0.07
H -1.89 -1.92 -0.29
H -0.62 -1.30 0.45
H 0.50 0.53 -1.09
H -0.81 1.10 1.38
H 2.26 0.64 -1.00
N 1.21 1.21 0.74
H 1.34 0.63 1.54
H 1.42 -1.68 -1.01
C -0.14 1.80 0.91
C 1.37 0.37 -0.43
H 2.42 -1.29 0.48
H -0.01 2.76 1.41
H -2.53 0.94 -1.99
H -0.65 1.89 -0.07
```

Its max |F| is 1.69 eV Å⁻¹. The calculation puts the total energy at -401.98153 hartree. Its HOMO-LUMO gap is 8.39 eV. Its charge is -1. The value obtained for the energy above the lowest of the compared OMol25 structures with the same formula, charge and spin is 21.41 kcal/mol.

In the natural (NBO) picture, each atom carries the following charge in e: -0.86, -1.04, 0.51, -1.12, -0.06, 0.43, 0.48, 0.21, 0.20, 0.15, -0.65, 0.35, 0.13, -0.44, -0.26, 0.13, 0.17, 0.45, 0.21

=====

3.
ORCA calculation (the ωB97M-V functional and the def2-TZVPD basis) on 3 unconnected molecules or ions with the total composition C3H12NO3.

Structure (XYZ):
```
19
Properties=species:S:1:pos:R:3
H -1.18 -3.02 1.27
O 2.60 0.97 -0.73
H -2.75 0.18 0.24
H -0.60 -0.73 2.06
H -2.20 -2.22 0.01
H -0.54 -1.88 -0.02
H -2.18 0.86 1.58
C -1.39 -2.07 0.68
H 1.96 0.44 -1.92
H 3.01 0.42 -0.24
C -0.72 1.09 0.02
N -1.57 -0.98 1.60
H -0.53 0.61 -1.08
H 1.56 -1.08 -2.00
C -1.83 0.33 0.90
H -1.05 2.08 -0.18
H 1.24 0.97 0.16
O 0.42 1.17 0.72
O 1.70 -0.38 -2.58
```

Its max |F| is 9.82 eV Å⁻¹. The calculation puts the total energy at -401.91362 hartree. Its HOMO-LUMO gap is 8.22 eV. Its charge is -1. The value obtained for the energy above the lowest of the compared OMol25 structures with the same formula, charge and spin is 64.03 kcal/mol.

In the natural (NBO) picture, each atom carries the following charge in e: 0.18, -1.18, 0.15, 0.36, 0.18, 0.18, 0.16, -0.41, 0.51, 0.41, -0.05, -0.64, 0.15, 0.43, -0.22, 0.14, 0.52, -0.80, -1.06